No. 1
Computed, not measured: C75H91Ge2N11O2P3SV as an isolated structure at a distorted geometry, with the ωB97M-V functional and the def2-TZVPD basis.

Computed properties:
orbital gap (alpha / beta) = 0.146 / 0.148 Ha
HOMO level (alpha / beta) = -0.3 / -0.3 eV
total charge = -2

Atoms and positions in Å:
V: -0.431 -0.025 -0.457
C: -3.742 -1.274 -1.901
C: -2.981 -2.273 -1.036
C: -3.608 -3.669 -1.113
P: -1.129 -2.102 -1.383
C: -0.636 -3.510 -0.234
N: 0.701 -3.529 0.261
Ge: 1.420 -1.525 0.668
N: 3.196 -0.580 0.135
C: 3.071 0.829 -0.072
P: 2.319 1.483 -1.660
C: 3.812 1.650 -2.827
C: 3.334 2.000 -4.239
C: 4.944 2.588 -2.417
C: 2.003 3.230 -1.019
C: 1.636 4.165 -2.168
C: 2.984 3.934 -0.077
C: 4.383 -1.184 0.152
C: 5.584 -0.626 -0.338
C: 6.802 -1.232 -0.128
C: 6.878 -2.407 0.599
C: 5.700 -3.017 1.013
C: 4.461 -2.481 0.724
N: 3.214 -3.131 1.043
C: 2.926 -4.310 0.275
C: 3.877 -5.228 -0.124
C: 3.524 -6.407 -0.775
C: 2.184 -6.670 -0.989
C: 1.221 -5.746 -0.647
C: 1.554 -4.511 -0.049
C: 3.185 -3.425 2.453
C: 3.844 -4.499 3.015
C: 3.912 -4.662 4.393
C: 3.336 -3.702 5.206
C: 2.604 -2.672 4.657
C: 2.428 -2.551 3.265
N: 1.591 -1.691 2.657
C: 0.427 -1.208 3.332
P: -1.078 -2.271 2.937
C: -2.224 -1.714 4.341
C: -3.635 -2.205 4.016
C: -2.197 -0.193 4.457
C: -0.442 -3.943 3.564
C: -0.250 -4.102 5.070
C: -1.272 -5.116 3.042
C: -1.106 -2.807 -3.141
C: 0.006 -3.824 -3.418
C: -1.088 -1.614 -4.104
H: -4.778 -1.174 -1.568
H: -3.754 -1.574 -2.948
H: -3.251 -0.302 -1.814
H: -3.060 -1.930 0.002
H: -3.531 -4.107 -2.108
H: -4.670 -3.598 -0.865
H: -3.154 -4.352 -0.399
H: -0.927 -4.445 -0.730
H: -1.312 -3.342 0.618
H: 4.025 1.327 0.147
H: 2.321 1.172 0.659
H: 4.205 0.624 -2.868
H: 2.905 2.997 -4.286
H: 2.563 1.307 -4.561
H: 4.168 1.947 -4.942
H: 4.649 3.629 -2.537
H: 5.816 2.411 -3.053
H: 5.240 2.435 -1.381
H: 1.089 3.027 -0.440
H: 2.510 4.424 -2.765
H: 1.212 5.091 -1.778
H: 0.897 3.692 -2.814
H: 3.838 4.355 -0.604
H: 3.349 3.283 0.711
H: 2.452 4.751 0.413
H: 5.549 0.299 -0.888
H: 7.704 -0.768 -0.509
H: 7.832 -2.854 0.845
H: 5.780 -3.920 1.600
H: 4.927 -5.059 0.081
H: 4.292 -7.107 -1.078
H: 1.882 -7.617 -1.421
H: 0.185 -5.999 -0.840
H: 4.301 -5.245 2.380
H: 4.421 -5.518 4.814
H: 3.433 -3.773 6.284
H: 2.160 -1.940 5.317
H: 0.194 -0.210 2.943
H: 0.574 -1.117 4.412
H: -1.911 -2.149 5.296
H: -3.891 -1.951 2.989
H: -4.378 -1.738 4.667
H: -3.707 -3.285 4.135
H: -2.096 0.264 3.474
H: -1.368 0.137 5.081
H: -3.128 0.172 4.893
H: 0.536 -4.011 3.073
H: -1.192 -4.350 5.560
H: 0.162 -3.205 5.524
H: 0.452 -4.914 5.261
H: -2.290 -5.092 3.431
H: -0.812 -6.051 3.371
H: -1.313 -5.128 1.955
H: -2.064 -3.329 -3.244
H: 0.806 -3.388 -4.009
H: -0.390 -4.673 -3.975
H: 0.454 -4.200 -2.503
H: -0.358 -1.765 -4.897
H: -0.824 -0.711 -3.537
H: -2.059 -1.457 -4.572
C: -7.083 1.817 4.536
C: -5.797 1.707 3.770
C: -5.636 0.709 2.804
C: -4.515 0.664 2.010
C: -3.485 1.590 2.171
C: -3.634 2.592 3.129
C: -4.772 2.646 3.909
S: -2.132 1.431 0.978
O: -2.186 0.005 0.650
O: -2.597 2.317 -0.085
N: -0.668 1.637 1.487
C: -0.165 2.757 2.081
C: -0.824 3.987 2.132
C: -0.302 5.050 2.856
C: 0.883 4.924 3.554
C: 1.603 3.720 3.500
C: 2.820 3.522 4.184
C: 3.449 2.291 4.099
C: 2.884 1.302 3.307
N: 1.754 1.455 2.634
C: 1.095 2.628 2.742
H: -7.526 0.835 4.694
H: -7.798 2.412 3.964
H: -6.939 2.309 5.495
H: -6.418 -0.023 2.657
H: -4.410 -0.082 1.240
H: -2.866 3.336 3.258
H: -4.877 3.449 4.629
H: -1.747 4.097 1.584
H: -0.846 5.987 2.889
H: 1.280 5.739 4.151
H: 3.237 4.334 4.772
H: 4.368 2.097 4.634
H: 3.364 0.335 3.200
C: -0.888 1.043 -1.718
Ge: -1.834 2.469 -2.624
C: -3.742 2.041 -3.112
C: -4.737 2.243 -2.162
C: -6.067 2.012 -2.459
C: -6.433 1.568 -3.719
C: -5.452 1.353 -4.670
C: -4.120 1.584 -4.368
C: -1.071 2.940 -4.458
C: -0.752 1.953 -5.382
C: -0.275 2.272 -6.640
C: -0.086 3.596 -7.000
C: -0.379 4.592 -6.085
C: -0.863 4.261 -4.832
C: -2.070 4.328 -1.903
C: -1.246 4.865 -0.928
C: -1.430 6.153 -0.455
C: -2.471 6.928 -0.936
C: -3.315 6.404 -1.902
C: -3.109 5.120 -2.380
H: -4.445 2.575 -1.177
H: -6.827 2.173 -1.705
H: -7.475 1.386 -3.956
H: -5.729 1.001 -5.655
H: -3.358 1.418 -5.120
H: -0.884 0.919 -5.101
H: -0.040 1.488 -7.348
H: 0.286 3.851 -7.984
H: -0.220 5.631 -6.349
H: -1.089 5.048 -4.123
H: -0.472 4.247 -0.507
H: -0.771 6.552 0.306
H: -2.638 7.926 -0.549
H: -4.139 7.000 -2.278
H: -3.772 4.714 -3.133
N: 4.552 -3.217 -2.441
N: 3.437 -2.439 -2.610
N: 3.280 -1.623 -3.652
C: 2.067 -1.140 -3.424
N: 1.511 -1.630 -2.322
N: 2.384 -2.454 -1.797
H: 4.344 -3.874 -1.684
H: 5.347 -2.642 -2.158
H: 1.581 -0.450 -4.076



No. 2
Computed, not measured: C40H35BF2GeNO7OsS as an isolated structure, with the ωB97M-V functional and the def2-TZVPD basis.

Computed properties:
orbital gap (alpha / beta) = 0.277 / 0.251 Ha
HOMO level (alpha / beta) = -7.8 / -8.3 eV
2S+1 = 6
total charge = 0
<S²> = 8.760
ΔE to the lowest compared entry with this formula, charge and spin = 39.3 kJ/mol

Atoms and positions in Å:
Os: 2.206 0.487 0.046
O: 0.011 1.405 0.502
C: -0.494 2.379 -0.413
C: 0.730 2.804 -1.297
O: 0.588 3.623 -2.173
O: 1.862 2.258 -0.981
C: -1.629 1.759 -1.232
C: -2.360 0.692 -0.717
C: -3.435 0.158 -1.411
C: -3.792 0.670 -2.647
C: -3.059 1.719 -3.179
C: -1.993 2.262 -2.480
C: -0.957 3.609 0.371
C: -0.708 3.693 1.733
C: -1.115 4.803 2.460
C: -1.773 5.844 1.829
C: -2.011 5.771 0.463
C: -1.605 4.666 -0.263
H: -0.700 0.965 0.981
H: -2.120 0.229 0.234
H: -3.986 -0.668 -0.981
H: -4.625 0.251 -3.193
H: -3.312 2.121 -4.150
H: -1.418 3.061 -2.919
H: -0.170 2.897 2.229
H: -0.903 4.858 3.519
H: -2.088 6.712 2.391
H: -2.512 6.584 -0.044
H: -1.782 4.634 -1.326
C: -4.028 1.095 5.140
C: -2.648 0.683 4.721
C: -1.586 1.582 4.791
C: -0.312 1.209 4.406
C: -0.083 -0.084 3.950
C: -1.116 -1.006 3.909
C: -2.392 -0.612 4.282
S: 1.599 -0.428 3.533
O: 1.471 -1.887 2.893
O: 2.351 -0.563 4.738
N: 2.101 0.527 2.458
C: 3.148 1.498 2.847
C: 4.349 1.479 1.883
O: 5.405 1.943 2.230
O: 4.107 0.960 0.710
H: -4.185 2.160 4.982
H: -4.178 0.890 6.201
H: -4.787 0.547 4.586
H: -1.765 2.592 5.135
H: 0.501 1.921 4.453
H: -0.953 -2.035 3.615
H: -3.200 -1.329 4.232
H: 3.512 1.312 3.856
H: 2.715 2.503 2.808
F: -0.191 -1.564 1.269
B: 0.674 -2.355 1.875
F: 0.766 -3.620 1.573
C: 4.560 -1.548 -1.618
Ge: 2.599 -1.378 -1.574
C: 2.014 -0.904 -3.397
C: 2.473 -1.681 -4.459
C: 2.069 -1.423 -5.760
C: 1.197 -0.378 -6.021
C: 0.729 0.403 -4.976
C: 1.137 0.137 -3.678
C: 1.890 -3.188 -1.238
C: 2.763 -4.173 -0.852
C: 2.338 -5.504 -0.640
C: 1.029 -5.836 -0.814
C: 0.084 -4.855 -1.205
C: -1.280 -5.189 -1.387
C: -2.187 -4.241 -1.762
C: -1.769 -2.910 -1.964
C: -0.460 -2.562 -1.788
C: 0.512 -3.522 -1.414
H: 4.858 -2.245 -2.401
H: 4.955 -1.887 -0.661
H: 4.994 -0.572 -1.827
H: 3.145 -2.511 -4.272
H: 2.436 -2.040 -6.571
H: 0.885 -0.173 -7.037
H: 0.050 1.223 -5.167
H: 0.753 0.756 -2.876
H: 3.811 -3.942 -0.710
H: 3.059 -6.254 -0.345
H: 0.690 -6.852 -0.657
H: -1.588 -6.214 -1.227
H: -3.226 -4.507 -1.907
H: -2.485 -2.159 -2.271
H: -0.158 -1.535 -1.950



No. 3
Computed, not measured: C17H18N2O7Tc as an isolated structure at a distorted geometry, with the ωB97M-V functional and the def2-TZVPD basis.

Computed properties:
orbital gap = 0.293 Ha
HOMO level = -13.0 eV
total charge = +1
ΔE to the lowest compared entry with this formula, charge and spin = 53.3 kJ/mol

Atoms and positions in Å:
Tc: -0.688 -0.181 -0.289
O: 1.003 -1.832 0.332
C: 2.277 -1.181 0.174
C: 2.156 0.309 0.423
N: 1.077 0.905 -0.416
C: 1.395 0.837 -1.889
C: 1.002 -0.502 -2.482
O: 1.605 -1.047 -3.344
O: -0.135 -0.993 -1.906
C: 0.739 2.307 -0.045
C: -0.732 2.591 -0.308
O: -1.197 3.670 -0.114
O: -1.485 1.522 -0.686
H: 0.950 -2.276 1.190
H: 2.627 -1.401 -0.831
H: 3.007 -1.592 0.867
H: 3.109 0.800 0.203
H: 1.886 0.504 1.460
H: 2.445 1.060 -2.066
H: 0.788 1.587 -2.397
H: 1.352 3.020 -0.597
H: 0.918 2.450 1.018
O: 0.146 1.595 2.909
C: -1.047 1.571 2.770
C: -2.097 2.516 3.304
C: -3.418 2.107 2.637
C: -3.111 0.861 1.843
O: -3.814 0.177 1.163
N: -1.715 0.603 1.990
H: -1.795 3.542 3.105
H: -2.122 2.388 4.387
H: -3.803 2.856 1.945
H: -4.211 1.882 3.348
C: -1.071 -0.582 1.517
C: -1.127 -1.816 2.313
C: -0.105 -2.114 3.212
C: -0.179 -3.274 3.969
C: -1.264 -4.127 3.830
C: -2.282 -3.822 2.935
C: -2.223 -2.667 2.172
H: 0.725 -1.425 3.342
H: 0.610 -3.506 4.673
H: -1.322 -5.028 4.427
H: -3.128 -4.487 2.826
H: -3.020 -2.419 1.480



No. 4
Computed, not measured: one molecule with the formula C5H5N at a distorted geometry, with the ωB97M-V functional and the def2-TZVPD basis.

Computed properties:
orbital gap = 0.376 Ha
HOMO level = -9.8 eV
total charge = 0
structure (SMILES) = C=C=C(C)C#N
ΔE to the lowest compared entry with this formula, charge and spin = 223.3 kJ/mol

Atoms and positions in Å:
C: 1.996 -0.594 0.593
C: 1.012 -0.061 -0.064
C: -0.220 0.379 -0.198
C: -1.343 -0.529 -0.630
C: -0.472 1.752 0.143
N: -0.668 2.851 0.456
H: 1.578 -0.690 1.587
H: 3.015 -0.875 0.339
H: -1.073 -1.573 -0.441
H: -2.266 -0.302 -0.089
H: -1.519 -0.399 -1.699



total charge of number 3 (C17H18N2O7Tc)?
+1